(1)
Formula: C3H10O
Source: the Open Molecules 2025 dataset
Level of theory: ωB97M-V with the def2-TZVPD basis set

CARTESIAN COORDINATES (ANGSTROEM)
C 1.70 4.38 2.32
C 2.25 3.55 3.46
H 0.61 4.19 2.17
H 2.27 4.31 1.39
H 1.72 5.44 2.70
H 2.64 2.64 3.00
H 3.09 4.16 3.80
H 1.47 3.43 4.20
C -2.39 -4.32 -3.25
O -1.46 -3.54 -2.55
H -2.20 -5.40 -3.10
H -3.46 -4.23 -2.91
H -2.31 -4.15 -4.32
H -1.68 -3.74 -1.64

Properties
Calculated total energy ... -195.49391 a.u.
Max |F| ... 0.044 hartree/bohr
2S+1 ... 1
Net charge ... 0
SMILES string ... CC.CO
HOMO energy ... -10.39 eV
Kohn-Sham gap ... 11.40 eV

=====

(2)
Formula: C3H5NO2P
Source: the Open Molecules 2025 dataset
Level of theory: ωB97M-V with the def2-TZVPD basis set

CARTESIAN COORDINATES (ANGSTROEM)
C 0.76 1.16 0.07
C -1.38 -0.20 -0.17
C -0.21 0.19 0.75
N 0.98 -1.30 0.95
O 0.63 2.38 0.10
O 1.77 0.57 -0.49
P 1.90 -1.20 -0.39
H -1.21 -0.84 -1.15
H -1.75 0.80 -0.36
H -2.07 -0.67 0.66
H -0.57 0.51 1.77
H 1.14 -1.40 -1.76

Properties
Calculated total energy ... -663.87595 a.u.
Max |F| ... 0.082 hartree/bohr
2S+1 ... 1
Net charge ... -1
HOMO energy ... -3.30 eV
Kohn-Sham gap ... 7.51 eV

=====

(3)
Formula: C5H9P
Source: the Open Molecules 2025 dataset
Level of theory: ωB97M-V with the def2-TZVPD basis set

CARTESIAN COORDINATES (ANGSTROEM)
C 2.04 0.72 -0.10
C 0.76 1.45 0.18
C -0.49 0.68 -0.28
C -0.69 -0.58 0.46
C -1.33 -1.78 -0.13
P 2.27 -0.92 -0.01
H 2.87 1.38 -0.33
H 0.67 1.61 1.26
H 0.79 2.44 -0.29
H -1.33 1.37 -0.11
H -0.44 0.48 -1.36
H -0.60 -0.54 1.53
H -1.58 -1.63 -1.18
H -2.25 -2.03 0.42
H -0.69 -2.66 -0.05

Properties
Calculated total energy ... -537.14241 a.u.
Max |F| ... 0.026 hartree/bohr
2S+1 ... 1
Net charge ... 0
HOMO energy (spin up / spin down) ... -7.66 / -7.55 eV
Kohn-Sham gap (spin up / spin down) ... 8.16 / 7.34 eV

=====

(4)
Formula: H35O18
Source: the Open Molecules 2025 dataset
Level of theory: ωB97M-V with the def2-TZVPD basis set

CARTESIAN COORDINATES (ANGSTROEM)
O 0.00 -0.76 -1.22
H 3.06 -0.21 -0.25
H 3.69 -2.67 -3.70
O -1.49 -2.06 3.23
H -0.67 -1.68 -4.47
O 1.29 -0.07 4.11
H 0.69 -0.87 4.15
H 0.94 0.42 3.30
O 4.18 -2.32 -1.04
H -1.65 -0.84 -0.45
H 3.34 -1.90 -1.01
O 0.93 3.16 -4.85
H 1.41 2.66 -4.24
H 0.28 -1.54 -1.80
O -2.39 3.21 2.79
H 2.39 2.17 2.83
H -3.25 2.76 2.60
O 2.64 -0.33 -0.99
H 2.77 -2.87 0.50
H 1.54 -0.30 -0.93
O 1.87 3.02 2.57
H -1.37 -0.98 5.91
H 2.40 -3.86 -0.46
O -4.93 3.78 0.34
H -4.20 4.28 -0.04
H -5.24 3.25 -0.29
O -1.32 1.61 -0.59
H -0.53 2.18 -0.19
H -1.09 -2.71 2.50
O 1.99 -3.43 0.32
H -5.34 -0.54 1.02
H 0.89 2.97 2.82
O -5.05 -0.01 0.28
H -4.41 -0.30 -0.50
H 4.83 -1.63 -0.88
O -1.39 -1.17 -4.89
H -2.44 -1.97 3.11
H -2.67 3.95 3.47
O 3.68 -3.63 -3.69
H 0.00 3.43 -4.51
H 3.49 -3.82 -2.77
O -2.49 -0.55 0.04
H -0.83 0.97 -1.19
H -2.64 0.34 -0.25
O -0.08 -0.01 1.87
H -1.17 -0.94 -5.82
H 0.61 0.05 1.18
O 3.22 0.77 -4.20
H 2.46 0.34 -4.32
H 3.20 1.01 -3.35
O -0.60 -1.61 6.14
H 0.28 -1.06 6.28
H -0.82 0.33 1.53

Properties
Calculated total energy ... -1375.00913 a.u.
Max |F| ... 0.195 hartree/bohr
2S+1 ... 2
Net charge ... 0
HOMO energy (spin up / spin down) ... -10.67 / -10.67 eV
⟨S²⟩ ... 0.753
Kohn-Sham gap (spin up / spin down) ... 9.47 / 5.04 eV

=====

Question: The highest 2S+1 belongs to which entry?
Answer: H35O18